Record 1
Below is a 2-piece molecular cluster, CH2FN5 overall, with properties calculated with ωB97M-V/def2-TZVPD.

- F_max: 2.2 eV Å⁻¹
- Gap between HOMO and LUMO (spin up / spin down): 0.372 / 0.265 hartree
- ΔE to the lowest compared entry with this formula, charge and spin: 1.764 eV
- Multiplicity: 3

```
9
Properties=species:S:1:pos:R:3:forces:R:3
C -1.828 -1.199 0.037 0.19 -0.05 -0.60
N -1.949 -2.333 -0.101 -0.06 -0.93 -0.04
N -1.857 0.086 0.220 -0.41 0.26 0.95
N -1.108 1.034 0.142 -0.11 2.15 -0.59
N 1.769 -0.575 -0.350 -0.35 -0.93 -0.50
N 0.088 1.235 0.032 1.04 -1.77 0.60
F 0.473 2.543 -0.013 -0.93 0.81 -0.20
H 1.873 -0.820 0.631 0.24 0.12 0.26
H 2.540 0.030 -0.598 0.40 0.33 0.14
```
Forces are in eV/Å.



Record 2
Below is a 2-piece molecular cluster, C4H15N3P2 overall, with properties calculated with ωB97M-V/def2-TZVPD.

- F_max: 5.0 eV Å⁻¹
- Gap between HOMO and LUMO: 0.325 hartree
- ΔE to the lowest compared entry with this formula, charge and spin: 2.073 eV
- Multiplicity: 1

```
24
Properties=species:S:1:pos:R:3:forces:R:3
C -0.543 -0.182 2.688 -1.37 0.02 -0.33
C -2.715 -1.945 1.515 1.10 -2.57 -0.21
C 1.352 1.901 -2.820 -0.19 -0.25 0.38
C -0.760 0.800 -1.024 0.85 -3.80 -1.82
N 0.013 -2.784 2.145 -0.79 -0.57 -1.49
N 1.416 1.966 0.085 -0.17 0.42 0.91
N 2.172 -0.146 -1.331 -1.87 0.00 4.60
P -1.110 -1.715 1.831 0.56 0.09 1.02
P 1.103 1.143 -1.173 -1.24 0.56 -2.28
H -1.569 0.199 3.050 1.95 -0.30 0.17
H 0.118 -0.739 3.400 -0.72 1.08 0.01
H 0.018 0.656 2.181 -0.60 -1.24 0.06
H 2.392 2.214 0.061 0.42 0.21 0.42
H -2.910 -3.051 1.338 0.19 1.44 0.15
H -3.538 -1.327 1.298 -0.39 1.05 -0.11
H 0.796 1.308 -3.546 0.80 -0.63 -0.38
H 0.752 2.790 -2.893 0.22 0.96 0.40
H 2.445 2.078 -2.986 -1.14 -0.22 -0.22
H -1.429 0.663 -1.951 1.58 0.14 0.91
H -0.838 -0.234 -0.483 -0.10 2.06 -0.63
H -1.192 1.594 -0.518 -0.56 1.33 1.51
H -0.135 -3.705 1.665 0.12 1.04 0.70
H 1.855 -0.717 -0.482 1.33 0.55 -1.25
H 2.307 -0.763 -2.052 0.00 -1.38 -2.52
```
Forces are in eV/Å.



Record 3
Below is C28H25AsBrCuN2O4 as an isolated structure, with properties calculated with ωB97M-V/def2-TZVPD.

- F_max: 1.1 eV Å⁻¹
- Gap between HOMO and LUMO: 0.176 hartree
- Multiplicity: 1
- Total charge: -2

```
62
Properties=species:S:1:pos:R:3:forces:R:3
Cu -0.429 0.311 0.170 -0.30 0.08 -0.24
Br -3.301 1.592 -0.754 -0.01 0.02 -0.11
C -3.797 1.540 1.074 0.04 0.02 0.13
C -4.979 2.157 1.375 -0.03 -0.02 0.02
C -5.459 2.160 2.701 0.01 0.02 -0.07
C -4.739 1.527 3.667 0.05 -0.03 -0.02
C -3.515 0.877 3.362 -0.02 -0.09 0.23
C -2.822 0.206 4.399 -0.05 0.08 -0.10
C -1.646 -0.422 4.114 0.04 -0.03 -0.08
C -1.112 -0.371 2.810 0.00 -0.10 0.12
C -1.700 0.275 1.731 0.09 0.03 0.06
C -2.971 0.881 2.040 -0.01 0.06 -0.16
H -5.543 2.634 0.586 -0.02 0.02 0.00
H -6.391 2.662 2.936 -0.02 0.00 0.00
H -5.088 1.504 4.694 -0.01 0.00 0.02
H -3.239 0.212 5.400 -0.02 -0.01 0.02
H -1.106 -0.947 4.896 0.02 -0.01 0.01
H -0.157 -0.860 2.655 0.05 0.02 0.01
C 4.829 -2.459 -1.917 0.00 0.00 -0.01
As 3.789 -1.318 -0.674 0.06 0.00 0.03
C 2.642 -2.783 -0.054 -0.05 0.10 -0.07
C 5.145 -1.408 0.770 -0.06 0.04 -0.06
H 5.253 -3.323 -1.403 0.01 -0.04 0.00
H 5.632 -1.872 -2.363 0.02 -0.01 -0.01
H 4.170 -2.803 -2.715 0.01 -0.02 -0.03
H 3.232 -3.673 0.169 0.01 -0.02 0.02
H 1.913 -3.002 -0.834 0.00 -0.03 0.01
H 2.098 -2.447 0.824 -0.03 0.04 0.03
H 6.133 -1.399 0.308 0.01 0.03 0.02
H 5.031 -2.322 1.354 0.02 -0.04 0.00
H 5.054 -0.549 1.433 -0.01 -0.01 0.01
C -0.172 0.120 -1.928 -0.07 -0.23 -0.07
C 0.513 1.170 -2.592 0.08 0.30 -0.03
C 1.799 1.018 -3.187 0.01 -0.08 0.09
C 2.440 2.041 -3.838 0.04 -0.12 0.00
C 1.848 3.305 -3.956 0.08 0.29 -0.17
C 0.583 3.496 -3.372 -0.02 0.03 0.04
C -0.049 2.479 -2.711 -0.07 -0.17 -0.01
C 2.499 4.362 -4.663 -0.09 -0.22 0.16
N 3.028 5.214 -5.238 0.01 0.04 -0.05
H 0.250 -0.873 -2.101 0.04 0.02 0.01
H -1.250 0.135 -2.090 -0.01 0.00 0.08
H 2.279 0.048 -3.121 0.02 0.02 0.02
H 3.416 1.869 -4.280 -0.01 0.01 0.01
H 0.113 4.471 -3.435 0.00 0.01 -0.01
H -1.010 2.658 -2.243 0.02 0.03 -0.02
O 1.770 2.151 1.940 -0.02 -0.01 -0.05
C 1.973 0.934 1.906 0.16 0.15 0.12
O 1.541 0.059 1.114 0.10 -0.14 0.12
C 2.928 0.396 2.991 -0.03 -0.11 0.02
C 3.839 1.253 3.600 -0.04 0.03 -0.03
C 4.746 0.794 4.546 0.00 -0.11 0.01
C 4.740 -0.541 4.927 0.03 0.32 -0.03
C 3.807 -1.363 4.327 -0.17 -0.89 0.42
C 2.909 -0.942 3.370 -0.03 0.30 -0.13
N 3.792 -2.808 4.734 0.53 0.55 -0.82
O 3.016 -3.549 4.170 -0.16 -0.03 0.26
O 4.638 -3.178 5.532 -0.20 -0.06 0.24
H 3.805 2.292 3.299 0.01 0.02 0.01
H 5.461 1.475 4.993 0.01 0.01 0.00
H 5.425 -0.935 5.662 -0.01 -0.02 -0.01
H 2.210 -1.619 2.903 0.00 -0.04 0.02
```
Forces are in eV/Å.



Record 4
Below is a single C5H8F4O2 molecule, with properties calculated with ωB97M-V/def2-TZVPD.

- F_max: 4.4 eV Å⁻¹
- SMILES string: CC(C)(C(O)(F)F)C(O)(F)F
- Gap between HOMO and LUMO: 0.430 hartree
- ΔE to the lowest compared entry with this formula, charge and spin: 0.000 eV
- Multiplicity: 1

```
19
Properties=species:S:1:pos:R:3:forces:R:3
C 1.111 0.026 0.740 1.30 0.96 1.73
C 0.051 0.251 -0.301 0.91 4.30 -0.49
C -1.104 -0.701 -0.250 -2.17 -1.48 0.57
C 0.744 0.305 -1.702 -2.26 0.04 -2.08
O 1.312 -0.835 -2.089 -0.71 -1.50 2.65
F -0.366 0.515 -2.658 1.65 0.09 1.08
F 1.637 1.298 -1.944 -0.75 0.21 0.55
C -0.337 2.020 -0.026 1.21 -2.36 -1.16
O -1.206 2.225 0.958 -0.19 -1.13 0.73
F 0.882 2.677 0.262 -1.50 -0.55 -0.55
F -0.808 2.507 -1.196 0.32 0.55 0.43
H 0.771 0.371 1.763 0.08 -0.31 -1.12
H 2.074 0.652 0.554 -1.67 -1.45 0.09
H 1.295 -1.037 0.863 0.46 -0.12 -0.21
H -2.016 -0.615 -0.925 1.13 1.19 0.96
H -1.444 -0.837 0.838 0.37 0.33 -1.58
H -0.859 -1.714 -0.617 0.88 0.30 0.49
H 1.747 -0.760 -2.908 0.81 0.49 -1.75
H -1.562 3.114 1.001 0.15 0.43 -0.31
```
Forces are in eV/Å.